Record 1
The following is a DFT calculation (ωB97M-V/def2-TZVPD) of a structure of composition C30H42F36K2N6O33S12 in a non-equilibrium geometry.

The geometry in XYZ format:
```
161
Properties=species:S:1:pos:R:3:forces:R:3
K -2.023 -3.329 1.426 0.00 0.09 0.07
K -2.026 2.311 -2.516 0.19 0.16 -0.03
C -0.396 7.789 -2.928 0.53 0.46 0.44
F -0.719 6.996 -1.906 -0.41 -0.14 0.16
F 0.217 8.867 -2.443 -0.34 0.48 0.34
F 0.502 7.166 -3.647 0.26 -0.63 -0.91
S -1.894 8.308 -3.885 -1.95 0.33 -0.13
O -3.005 8.482 -2.978 0.83 -0.71 0.33
O -1.577 9.542 -4.597 0.80 -2.10 0.56
N -2.126 6.774 -4.716 0.44 2.61 1.73
S -2.433 7.326 -6.137 1.16 0.77 -4.14
O -3.423 8.365 -6.254 -1.18 -0.70 0.39
O -1.237 7.699 -6.900 -0.80 -1.43 0.41
C -3.203 5.764 -7.011 1.58 1.73 1.62
F -4.187 5.288 -6.239 0.28 -0.71 -0.22
F -3.707 6.123 -8.160 -0.35 0.05 -0.82
F -2.217 4.865 -7.231 -0.91 -0.19 0.30
C -6.835 1.590 1.684 -0.54 -1.99 -0.10
F -6.950 1.931 2.946 -0.31 0.30 0.85
F -7.850 2.079 0.984 0.51 0.20 0.03
F -5.668 2.083 1.264 -0.17 -0.37 -0.52
S -7.016 -0.406 1.651 -1.35 0.06 -0.63
O -6.070 -0.943 2.591 0.70 0.40 -0.46
O -8.431 -0.715 1.991 2.97 1.36 -1.12
N -6.495 -0.705 0.006 1.69 0.69 4.72
S -7.752 -1.117 -0.733 -2.40 -0.45 -2.99
O -8.442 -2.264 -0.226 0.04 -0.55 -0.55
O -8.545 0.053 -1.040 -0.10 -0.62 -0.85
C -6.887 -1.742 -2.425 -1.70 -1.40 1.59
F -6.088 -2.866 -2.180 -1.60 1.05 -0.52
F -7.872 -1.991 -3.365 1.42 -0.31 1.33
F -6.092 -0.867 -2.930 1.14 1.56 -0.80
C -1.620 -14.750 -8.015 1.67 1.48 0.27
F -1.871 -13.855 -8.986 0.04 -0.80 -0.21
F -2.708 -14.941 -7.338 -1.17 -0.58 0.45
F -1.151 -15.911 -8.495 -0.50 0.60 -0.31
S -0.282 -14.042 -6.887 2.22 0.86 1.59
O 0.148 -15.239 -6.122 -0.94 1.77 -1.78
O 0.760 -13.327 -7.722 -3.10 -2.22 1.67
N -1.199 -12.932 -5.854 1.98 -2.17 -1.86
S 0.030 -12.188 -5.119 0.62 -1.04 0.05
O 0.995 -13.102 -4.503 -0.76 1.48 -0.48
O 0.489 -11.100 -5.928 0.45 0.80 0.70
C -0.872 -11.506 -3.653 -1.70 -2.40 -1.03
F -1.930 -10.791 -4.038 -0.22 0.15 0.09
F -1.362 -12.649 -3.010 0.60 1.80 -0.01
F -0.160 -10.774 -2.857 0.79 0.22 0.84
C 15.673 2.623 -3.734 -1.41 -3.02 1.62
F 16.151 1.374 -4.080 -0.13 1.84 -0.22
F 16.562 3.146 -2.878 -0.21 0.30 -0.55
F 15.466 3.383 -4.771 0.67 0.46 -0.75
S 13.987 2.330 -2.833 -0.25 0.38 -2.10
O 14.297 1.478 -1.742 0.23 -1.29 0.23
O 13.601 3.639 -2.453 -0.57 1.58 -0.38
N 12.938 1.773 -4.095 1.84 0.69 2.39
S 12.823 0.212 -3.838 1.34 -3.12 -1.37
O 14.106 -0.507 -4.012 -1.80 0.91 -0.04
O 12.059 -0.180 -2.687 -0.56 0.10 -0.24
C 11.814 -0.455 -5.462 2.51 3.13 0.88
F 12.320 0.207 -6.545 -0.49 -0.10 0.31
F 12.192 -1.710 -5.652 -1.57 -0.35 0.36
F 10.515 -0.129 -5.390 0.50 -1.48 -0.17
C 2.756 -2.846 -1.152 2.25 1.60 0.11
F 1.522 -3.317 -1.331 0.72 -0.18 0.08
F 3.211 -3.078 0.102 -0.73 -0.73 -1.27
F 3.658 -3.399 -2.062 -2.11 0.89 1.64
S 2.775 -0.871 -1.236 -0.35 0.95 -1.61
O 4.175 -0.418 -1.283 -2.76 -1.63 0.27
O 1.952 -0.468 -2.362 0.17 -0.90 0.35
N 1.757 -0.459 0.148 -0.02 -2.73 -3.46
S 2.816 0.236 0.976 2.63 5.48 1.97
O 3.919 -0.604 1.348 -0.16 0.15 1.09
O 3.138 1.580 0.404 -0.66 -2.27 1.71
C 1.830 0.671 2.571 1.46 0.34 -1.04
F 0.713 1.322 2.349 -2.13 -0.64 -0.93
F 1.609 -0.485 3.231 -0.15 0.76 0.37
F 2.480 1.596 3.283 1.28 -1.14 0.71
C 0.880 -1.193 12.807 -0.63 0.02 2.61
F -0.371 -1.527 12.419 1.28 -0.25 -0.58
F 1.850 -1.492 11.911 -1.59 0.69 0.79
F 0.790 0.140 13.092 0.97 -1.40 -0.70
S 1.239 -2.281 14.501 0.29 -0.85 0.06
O 1.026 -3.647 14.041 -1.22 1.36 0.18
O 2.622 -2.104 14.914 -1.31 1.00 -0.32
N 0.037 -1.744 15.652 0.86 -2.18 -4.29
S 0.735 -1.119 16.848 2.53 3.96 3.53
O 1.355 -2.010 17.812 -0.34 -0.07 -0.49
O 1.557 0.084 16.507 -1.89 -1.79 0.73
C -0.797 -0.487 17.980 5.15 -0.91 -1.27
F -1.586 0.253 17.292 -1.53 1.70 -0.31
F -1.381 -1.490 18.496 -2.37 -2.67 0.61
F -0.211 0.096 19.048 -0.21 1.38 -0.49
C -6.195 -8.921 7.276 0.48 0.29 -0.58
O -6.134 -7.736 6.465 0.42 -0.10 1.09
C -5.902 -7.879 5.093 -1.11 -2.78 -1.26
C -4.465 -8.205 4.633 -1.13 1.88 1.92
O -3.937 -6.941 4.951 2.54 1.83 0.54
C -3.411 -6.775 6.281 0.92 -0.13 -0.37
C -1.978 -7.224 6.398 0.16 -1.14 -1.02
O -1.221 -6.634 5.330 -3.39 -0.22 1.77
C 0.107 -6.792 5.520 2.36 1.07 -1.29
H -7.225 -9.271 7.355 -0.01 0.00 0.09
H -5.755 -8.726 8.254 -0.43 0.51 0.13
H -5.559 -9.736 6.931 -0.07 -0.10 -0.65
H -6.233 -6.965 4.599 0.25 -0.03 0.14
H -6.530 -8.692 4.728 -0.64 -0.24 -0.18
H -4.381 -8.356 3.557 -0.07 -0.19 0.13
H -3.942 -8.954 5.228 -0.23 -0.52 -0.25
H -4.033 -7.276 7.022 0.03 0.23 0.00
H -3.247 -5.728 6.534 -1.23 0.38 -0.46
H -1.885 -8.308 6.333 -0.01 -0.45 -0.35
H -1.560 -7.029 7.385 -0.04 0.70 0.12
H 0.424 -7.252 4.584 0.99 -0.57 0.39
H 0.472 -7.252 6.439 -0.33 -0.49 -0.12
H 0.521 -5.784 5.512 0.58 0.13 0.13
C 0.757 8.918 7.564 -0.65 1.17 -0.63
O 0.889 8.764 8.972 1.10 -1.33 -0.35
C -0.069 9.270 9.866 -0.07 -0.56 -0.35
C -1.447 8.657 9.697 0.48 1.25 -1.87
O -2.037 9.038 8.440 -0.50 0.16 0.97
C -2.526 10.355 8.468 0.31 0.33 -1.44
C -3.851 10.458 7.725 -0.72 0.09 1.14
O -4.920 9.755 8.366 0.08 -0.46 0.63
C -5.027 8.316 8.222 0.63 1.03 -0.23
H -0.128 8.494 7.091 -0.42 0.11 0.63
H 1.529 8.535 6.896 0.88 -0.65 1.23
H 0.818 9.981 7.329 -0.48 0.39 -0.05
H -0.010 10.359 9.876 -0.53 0.33 -0.18
H 0.185 8.956 10.879 0.71 -0.10 0.00
H -2.055 9.108 10.481 -0.35 -0.91 0.45
H -1.335 7.581 9.564 -0.22 -0.05 0.93
H -1.794 11.017 8.005 0.16 0.14 -0.75
H -2.561 10.854 9.437 -0.61 -0.74 0.65
H -3.869 10.261 6.653 0.58 -0.44 -0.06
H -4.145 11.502 7.830 -0.11 0.17 -0.11
H -4.626 7.679 9.011 0.39 0.62 0.62
H -4.413 8.060 7.358 -0.74 -0.44 -0.47
H -6.097 8.112 8.233 0.10 -0.12 -0.77
C 2.393 0.756 -12.229 -2.05 0.20 -0.85
O 1.714 0.297 -13.383 -1.05 -0.60 -1.14
C 0.584 1.119 -13.815 2.52 -1.01 0.95
C 1.043 2.400 -14.383 0.61 2.14 -1.45
O 2.046 2.212 -15.351 1.21 -0.51 -1.28
C 2.585 3.341 -16.021 -1.73 1.23 -0.17
C 1.541 4.074 -16.948 -1.03 0.37 -0.32
O 0.847 5.199 -16.327 0.78 -0.63 2.18
C -0.261 5.880 -16.912 1.74 -1.16 -2.29
H 2.946 -0.083 -11.808 0.45 0.48 -0.24
H 1.539 0.965 -11.584 0.51 0.53 1.04
H 2.886 1.673 -12.553 0.78 -0.10 0.87
H 0.015 1.450 -12.946 -0.74 -0.67 0.10
H 0.108 0.487 -14.565 -0.42 0.25 0.29
H 1.452 3.157 -13.714 -0.23 -0.23 0.88
H 0.189 2.894 -14.847 -0.41 0.11 -0.08
H 3.465 3.106 -16.620 -0.39 -0.93 -0.17
H 3.016 4.098 -15.366 -0.38 0.16 0.70
H 0.781 3.404 -17.350 -0.18 -0.66 0.53
H 2.019 4.349 -17.888 0.51 0.79 0.02
H 0.224 6.171 -17.844 -0.73 0.96 -0.59
H -0.638 6.756 -16.385 0.50 -0.41 0.51
H -1.072 5.227 -17.236 -0.26 -0.29 0.49
```
Positions in Å, forces in eV/Å.

Properties
HOMO-LUMO gap, eV: 5.75
Charge: -4

***

Record 2
The following is a DFT calculation (ωB97M-V/def2-TZVPD) of the ion C30H42N3O6 with charge -1 in a non-equilibrium geometry.

The geometry in XYZ format:
```
81
Properties=species:S:1:pos:R:3:forces:R:3
C 5.610 -0.474 3.413 0.19 -0.02 0.50
C 5.087 0.774 2.735 -0.87 0.39 -0.15
O 3.642 0.592 2.590 0.39 0.70 -0.14
C 2.668 1.552 2.425 0.68 0.37 0.36
C 1.409 0.922 1.771 -0.01 -1.23 4.40
C 0.167 1.718 2.311 -1.54 0.51 1.36
O -0.401 1.332 3.338 0.68 0.37 -1.06
C -0.415 3.023 1.799 0.27 0.95 -0.19
C -1.899 3.001 1.285 0.02 0.04 -0.25
C -2.875 1.992 1.931 -0.21 0.34 -0.14
C -2.862 0.604 1.294 0.37 -0.22 -0.55
C -3.243 -0.557 2.205 -0.09 -0.23 -0.05
C -2.910 -1.941 1.594 0.18 0.15 -0.15
C -1.416 -2.165 1.288 -0.21 0.12 -0.11
C -0.526 -2.205 2.530 -0.05 -0.36 -0.34
C 0.939 -1.855 2.202 -0.41 -0.69 0.29
C 1.310 -0.456 2.624 0.61 0.85 0.73
O 2.800 2.722 2.705 0.06 -0.70 0.14
H 6.643 -0.667 3.105 -0.11 0.06 0.04
H 5.606 -0.361 4.505 -0.10 -0.16 -0.19
H 5.012 -1.350 3.145 0.05 0.19 -0.05
H 5.282 1.685 3.306 0.01 -0.04 -0.02
H 5.548 0.870 1.748 -0.44 0.10 0.03
H -0.425 3.717 2.669 0.14 -0.68 -0.19
H 0.239 3.489 1.053 -0.46 -0.20 0.23
H -2.310 4.007 1.486 0.30 -0.26 -0.13
H -1.925 2.889 0.182 0.04 -0.08 0.65
H -2.685 1.951 3.015 -0.15 -0.05 -0.34
H -3.891 2.389 1.755 0.28 0.06 0.41
H -3.566 0.603 0.444 0.19 0.03 0.12
H -1.902 0.410 0.802 -0.06 0.09 0.33
H -2.767 -0.443 3.191 -0.04 -0.02 -0.22
H -4.330 -0.498 2.361 0.13 -0.15 0.23
H -3.258 -2.740 2.268 -0.02 0.18 -0.13
H -3.451 -2.045 0.642 -0.06 0.00 0.24
H -1.287 -3.143 0.786 -0.16 0.41 -0.03
H -1.059 -1.399 0.574 -0.16 -0.29 0.30
H -0.898 -1.558 3.339 0.16 -0.03 -0.36
H -0.570 -3.228 2.935 0.00 0.16 -0.03
H 1.536 -2.483 2.886 0.06 0.00 -0.49
H 1.212 -2.136 1.174 -0.13 0.08 0.18
H 2.261 -0.579 3.136 -0.32 0.08 -0.33
H 0.621 -0.180 3.433 0.39 -0.32 -0.36
C 7.772 -0.177 -1.877 -0.20 0.18 0.19
N 7.113 0.993 -1.345 1.29 0.18 -0.79
C 7.965 2.101 -0.961 -0.29 -0.20 0.02
C 5.786 0.969 -1.029 -1.05 0.26 0.22
C 5.169 2.117 -0.483 0.05 -0.68 0.17
C 3.899 1.998 0.057 0.59 0.29 -0.33
C 3.151 0.836 -0.079 -0.97 -0.27 -0.33
C 1.652 0.838 0.328 1.08 -0.76 -3.07
C 0.927 1.861 -0.494 -1.16 0.12 -2.23
C -0.312 1.491 -1.156 2.36 0.02 1.18
O -0.831 0.361 -1.139 -0.37 0.37 -0.14
N -0.856 2.512 -1.987 -0.56 1.38 0.00
C -2.063 2.231 -2.741 -0.02 -0.03 -0.03
C -0.577 3.883 -1.807 0.49 -0.71 0.29
O -1.257 4.769 -2.303 0.33 -0.22 0.42
N 0.610 4.123 -1.053 -0.86 0.35 -1.94
C 1.187 5.450 -1.235 -0.16 -0.02 -0.27
C 1.494 3.011 -1.258 0.76 -1.77 0.70
O 2.470 3.066 -2.004 -0.94 0.66 1.20
C 3.690 -0.247 -0.780 -0.01 0.56 0.34
C 5.006 -0.193 -1.219 0.48 0.08 0.13
H 7.239 -0.559 -2.757 0.21 0.00 0.11
H 8.785 0.126 -2.157 -0.17 -0.32 -0.08
H 7.830 -0.977 -1.122 0.06 -0.07 -0.18
H 7.542 3.062 -1.292 0.29 -0.24 0.07
H 8.107 2.137 0.135 0.01 0.14 -0.21
H 8.937 1.940 -1.442 -0.22 0.31 0.21
H 5.677 3.080 -0.464 -0.08 -0.34 0.22
H 3.525 2.854 0.619 -0.12 -0.19 -0.53
H 1.297 -0.153 0.026 -0.25 0.04 -0.15
H -2.166 3.021 -3.489 -0.10 -0.23 0.10
H -1.961 1.253 -3.215 -0.10 0.14 0.17
H -2.944 2.244 -2.081 0.09 -0.11 -0.23
H 2.094 5.517 -0.623 -0.21 0.00 -0.21
H 1.416 5.635 -2.294 0.10 0.11 0.30
H 0.447 6.174 -0.895 0.13 0.04 -0.05
H 3.085 -1.140 -0.970 0.18 0.32 0.12
H 5.467 -1.061 -1.686 -0.22 0.12 0.09
```
Positions in Å, forces in eV/Å.

Properties
Structure (SMILES): CCOC(=O)[C@@]1([C@H](c2ccc(N(C)C)cc2)c2c([O-])n(C)c(=O)n(C)c2=O)CCCCCCCCCCC1=O
Energy relative to the best compared isomer or geometry (same formula, charge and spin), kJ/mol: 0.0
HOMO-LUMO gap, eV: 6.12
Charge: -1

***

Record 3
The following is a DFT calculation (ωB97M-V/def2-TZVPD) of a structure of composition C30H43AsNO5S5V.

The geometry in XYZ format:
```
86
Properties=species:S:1:pos:R:3:forces:R:3
V 0.227 -0.103 0.505 -0.10 0.03 -0.13
C -0.518 -3.341 -3.374 0.00 0.00 -0.01
O 0.056 -2.288 -2.642 0.00 0.01 -0.01
C 0.772 -1.400 -3.453 -0.08 0.02 -0.03
C 1.346 -0.289 -2.601 0.16 0.12 0.07
O 0.422 0.374 -1.745 -0.46 -0.17 -0.20
C -0.538 1.187 -2.418 0.05 0.11 -0.12
C -1.820 0.487 -2.812 0.02 -0.09 -0.03
O -2.535 0.064 -1.687 -0.05 0.06 -0.09
C -3.572 -0.816 -2.038 -0.03 -0.02 0.01
H 0.251 -3.949 -3.869 0.00 -0.01 0.01
H -1.073 -3.961 -2.674 0.01 0.00 -0.01
H -1.203 -2.961 -4.145 -0.01 0.00 0.00
H 1.616 -1.908 -3.947 0.02 0.01 0.01
H 0.131 -1.007 -4.258 0.00 -0.02 0.00
H 2.098 -0.687 -1.929 0.04 -0.03 0.01
H 1.801 0.457 -3.266 0.04 -0.01 0.02
H -0.756 2.019 -1.749 -0.04 -0.02 -0.06
H -0.083 1.581 -3.337 0.04 0.05 0.06
H -2.417 1.207 -3.399 0.03 -0.02 -0.02
H -1.607 -0.371 -3.462 -0.05 0.00 0.02
H -4.261 -0.355 -2.760 0.00 0.00 0.01
H -3.171 -1.740 -2.478 0.02 0.00 0.00
H -4.120 -1.064 -1.130 0.02 0.03 -0.06
S 0.878 -0.669 2.758 -0.12 -0.16 0.07
S 0.999 1.068 3.832 0.07 0.21 0.19
S -1.065 2.365 2.614 -0.14 0.08 0.20
S -0.666 2.068 0.636 0.20 -0.04 0.04
C 0.579 7.841 2.556 0.02 -0.02 -0.01
C 1.039 6.628 1.791 -0.01 0.02 0.01
C 1.316 5.435 2.444 0.00 0.00 -0.02
C 1.746 4.314 1.747 -0.02 0.03 0.01
C 1.901 4.400 0.376 -0.01 -0.10 0.12
C 1.606 5.573 -0.308 0.02 -0.04 -0.03
C 1.185 6.682 0.405 0.00 0.00 -0.01
S 2.364 2.889 -0.469 0.01 0.02 -0.03
C 3.894 3.522 -1.210 -0.02 -0.04 0.12
O 2.825 1.944 0.588 0.13 0.04 -0.22
H 0.192 7.559 3.535 0.00 0.00 0.00
H -0.207 8.372 2.018 0.00 0.00 0.00
H 1.405 8.541 2.712 -0.01 0.01 0.00
H 1.158 5.355 3.513 0.00 0.00 0.00
H 1.915 3.369 2.252 -0.02 -0.02 0.00
H 1.683 5.621 -1.388 0.00 -0.01 0.00
H 0.948 7.600 -0.124 0.00 0.00 0.01
H 4.539 3.886 -0.411 0.01 0.01 -0.02
H 3.667 4.314 -1.922 -0.01 0.01 0.01
H 4.360 2.680 -1.720 -0.01 0.01 -0.01
C 4.604 -1.399 0.136 -0.07 0.02 -0.06
As 3.078 -1.132 1.366 0.50 -0.24 0.38
C 4.033 0.056 2.557 -0.03 0.07 -0.03
C 3.028 -2.953 2.037 -0.05 0.05 0.01
O 1.967 -0.867 0.104 -0.22 0.11 -0.25
H 5.471 -1.819 0.648 0.00 0.03 0.04
H 4.870 -0.426 -0.280 0.00 -0.02 -0.02
H 4.303 -2.064 -0.675 0.01 0.00 0.01
H 4.804 -0.565 3.017 0.00 -0.02 -0.01
H 3.371 0.495 3.300 -0.02 0.01 -0.01
H 4.479 0.836 1.945 0.01 -0.01 0.02
H 4.008 -3.204 2.445 0.02 0.01 -0.01
H 2.820 -3.593 1.179 0.00 -0.01 0.01
H 2.259 -3.066 2.795 0.00 0.00 -0.01
N -1.146 -1.306 0.560 0.33 -0.22 -0.16
C -2.068 -2.152 0.632 -0.16 0.20 0.16
C -3.381 -1.768 1.252 -0.04 0.01 0.02
C -3.645 -0.406 1.425 0.06 0.01 0.01
C -4.815 0.010 2.035 -0.04 -0.01 0.02
C -5.742 -0.922 2.490 0.03 0.00 -0.03
C -5.481 -2.275 2.338 -0.03 0.01 0.01
C -4.308 -2.695 1.724 0.04 -0.03 0.01
C -1.850 -3.544 0.120 -0.04 -0.05 -0.01
C -2.837 -4.262 -0.553 -0.02 0.02 0.02
C -2.577 -5.532 -1.051 0.01 -0.02 -0.01
C -1.324 -6.104 -0.881 0.00 0.01 0.01
C -0.329 -5.390 -0.221 0.00 -0.01 -0.01
C -0.590 -4.121 0.269 0.03 0.02 -0.02
H -2.907 0.315 1.092 -0.02 -0.01 0.00
H -4.992 1.069 2.173 0.01 0.00 -0.01
H -6.655 -0.594 2.973 0.00 0.00 0.00
H -6.185 -3.009 2.710 0.00 0.00 0.00
H -4.105 -3.755 1.638 0.00 0.02 0.01
H -3.816 -3.818 -0.693 0.02 -0.02 -0.01
H -3.354 -6.074 -1.576 0.00 0.00 0.00
H -1.120 -7.097 -1.263 0.00 0.00 0.00
H 0.653 -5.827 -0.091 0.00 0.01 0.00
H 0.177 -3.539 0.766 0.01 -0.01 0.00
```
Positions in Å, forces in eV/Å.

Properties
Energy relative to the best compared isomer or geometry (same formula, charge and spin), kJ/mol: 67.5
Spin multiplicity: 4
HOMO-LUMO gap (alpha / beta), eV: 4.65 / 5.31
Charge: -1